Record 1
Computed, not measured: a structure of composition C35H28AuCl2IN4OS at a distorted geometry, with ωB97M-V/def2-TZVPD.

Each line ends with the Löwdin charge.
Geometry (Å):
Au (-1.7996, -0.2495, 0.2936)  0.55
Cl (-3.9327, 1.5970, 0.0864)  0.70
C (-5.3493, 0.6038, 0.1848)  -0.66
C (-6.5738, 1.2358, 0.0405)  -0.13
C (-7.7436, 0.5046, 0.1014)  -0.10
C (-7.6914, -0.8625, 0.3173)  -0.13
C (-6.4681, -1.4865, 0.4649)  -0.71
Cl (-6.4441, -3.1820, 0.7612)  0.65
C (-5.2562, -0.7783, 0.3986)  -0.72
S (-3.7787, -1.6576, 0.6279)  0.53
H (-6.5922, 2.3041, -0.1180)  0.10
H (-8.6947, 0.9975, -0.0188)  0.10
H (-8.5951, -1.4483, 0.3756)  0.10
C (-0.2958, -0.2663, -0.9597)  -0.10
C (0.6245, -0.1549, -1.7443)  -0.09
C (1.6536, -0.1371, -2.6880)  -0.08
C (2.1139, -1.3967, -3.1916)  -0.16
C (3.3276, -1.5249, -3.8917)  -0.02
C (3.7487, -2.7486, -4.3652)  -0.07
C (2.9974, -3.8906, -4.1359)  -0.06
C (1.8135, -3.7919, -3.4173)  -0.09
C (1.3794, -2.5738, -2.9479)  0.00
C (2.1671, 1.1481, -3.1026)  -0.17
C (2.6036, 1.3975, -4.4152)  -0.03
C (3.0647, 2.6449, -4.7863)  -0.07
C (3.1030, 3.6813, -3.8673)  -0.07
C (2.6579, 3.4592, -2.5706)  -0.07
C (2.1913, 2.2170, -2.1922)  0.00
H (3.9497, -0.6534, -4.0323)  0.11
H (4.6803, -2.8171, -4.9078)  0.11
H (3.3374, -4.8494, -4.4954)  0.11
H (1.2291, -4.6821, -3.2300)  0.10
H (0.4551, -2.5032, -2.3941)  0.11
H (2.5377, 0.6111, -5.1536)  0.12
H (3.3817, 2.8176, -5.8070)  0.11
H (3.4710, 4.6542, -4.1605)  0.11
H (2.6741, 4.2704, -1.8547)  0.10
H (1.8551, 2.0430, -1.1787)  0.11
C (1.8013, 2.8120, 4.3741)  -0.01
N (1.3880, 2.7279, 2.9963)  -0.08
N (0.2835, 1.9631, 2.6598)  0.06
C (-0.2663, 2.4441, 1.4762)  -0.42
O (-1.2488, 1.9560, 0.9152)  -0.15
C (0.5216, 3.5819, 1.1324)  0.06
C (1.4802, 3.7404, 2.0893)  -0.27
C (2.5219, 4.7914, 2.2064)  -0.01
C (0.1390, 0.6303, 3.0856)  -0.21
C (-1.1411, 0.1258, 3.2881)  -0.04
C (-1.3068, -1.2128, 3.6014)  -0.09
C (-0.2024, -2.0356, 3.7359)  -0.10
C (1.0728, -1.5232, 3.5673)  -0.09
C (1.2512, -0.1935, 3.2359)  -0.03
H (1.6749, 1.8423, 4.8506)  0.09
H (1.2112, 3.5509, 4.9272)  0.10
H (2.8515, 3.0917, 4.4172)  0.09
H (0.3729, 4.1722, 0.2531)  0.11
H (2.6079, 5.3212, 1.2621)  0.08
H (3.4846, 4.3524, 2.4625)  0.08
H (2.2677, 5.5122, 2.9843)  0.09
H (-1.9905, 0.7857, 3.2113)  0.12
H (-2.3013, -1.6142, 3.7235)  0.10
H (-0.3309, -3.0857, 3.9495)  0.11
H (1.9298, -2.1720, 3.6731)  0.11
H (2.2426, 0.2004, 3.0599)  0.11
I (2.1486, -5.6956, -0.0666)  0.82
C (0.5210, -4.4658, 0.3596)  -0.75
C (-0.8057, -4.8349, 0.4242)  -0.15
N (-1.4793, -3.7193, 0.7476)  -0.02
N (-0.6764, -2.6715, 0.8849)  -0.02
C (0.5476, -3.0980, 0.6520)  -0.24
H (-1.2813, -5.7822, 0.2722)  0.11
H (-2.4766, -3.5902, 0.8620)  0.05
H (1.3871, -2.4362, 0.7037)  0.10

Atoms 1-6, force components in eV/Å:
Au -0.72 -1.57 -0.70
Cl -0.55 0.35 0.00
C -0.29 -0.03 -0.09
C 0.11 0.02 -0.02
C -0.05 -0.04 0.01
C 0.00 -0.01 -0.03

Summary:
DFT total energy, Ha: -3396.60594
Lowest unoccupied orbital energy (spin up / spin down), eV: -2.06 / -2.06
HOMO level (spin up / spin down), eV: -6.41 / -6.41
Maximum force, hartree/bohr: 0.0909
Kohn-Sham gap (spin up / spin down), eV: 4.3508 / 4.3516
Relative energy (zero: lowest compared OMol25 entry of this formula, charge and spin), kcal/mol: 27.4
Net charge: 0

Record 2
Computed, not measured: the ion C5H7F2N2O with charge +1 at a distorted geometry, with ωB97M-V/def2-TZVPD.

Each line ends with the Löwdin charge.
Geometry (Å):
N (-1.2769, 0.0226, -1.5063)  0.29
C (-1.0357, -0.0913, 0.0484)  -0.39
F (-2.2574, -0.3211, 0.5538)  0.14
C (-0.2265, -1.4158, 0.0195)  -0.01
C (1.1021, -1.4089, 0.2294)  -0.11
N (1.8327, -0.2678, 0.3089)  0.13
C (1.3109, 0.9172, 0.5412)  -0.23
O (2.0024, 2.0365, 0.8295)  0.13
C (-0.2704, 0.9498, 0.7675)  -0.13
F (-0.3581, 0.4967, 2.0699)  0.08
H (-1.2100, -1.0716, -1.6953)  0.21
H (-0.5549, 0.4625, -2.0503)  0.17
H (-2.1360, 0.5048, -1.5453)  0.15
H (-0.7723, -2.2986, -0.3358)  0.13
H (1.5770, -2.3302, 0.4058)  0.12
H (2.9730, 1.9045, 0.6736)  0.17
H (-0.6999, 1.9109, 0.6857)  0.16

Atoms 1-6, force components in eV/Å:
N 0.96 -2.51 1.73
C 2.16 -4.10 -2.02
F -0.15 0.68 -0.18
C -0.22 0.62 0.40
C -2.61 0.43 -0.28
N 1.17 4.03 1.03

Summary:
DFT total energy, Ha: -578.86864
Lowest unoccupied orbital energy, eV: -4.49
HOMO level, eV: -13.50
Maximum force, hartree/bohr: 0.0982
SMILES: [NH3+][C@@]1(F)C=CN=C(O)[C@@H]1F
Kohn-Sham gap, eV: 9.0082
Relative energy (zero: lowest compared OMol25 entry of this formula, charge and spin), kcal/mol: 19.5
Net charge: +1

Record 3
Computed, not measured: a structure of composition C27H45N4O4S4 at a distorted geometry, with ωB97M-V/def2-TZVPD.

Each line ends with the Löwdin charge.
Geometry (Å):
C (7.6306, -0.1945, 2.4183)  -0.11
C (8.6882, -0.4242, 1.3258)  -0.27
C (8.6847, -1.8497, 0.7687)  -0.23
C (7.4395, -2.1948, -0.0644)  -0.21
C (7.5586, -1.8375, -1.5552)  -0.21
C (6.9617, -0.4698, -1.9152)  -0.22
C (5.4846, -0.5594, -2.2859)  -0.23
C (4.7959, 0.8059, -2.2748)  -0.23
C (3.4291, 0.7831, -2.9707)  -0.23
S (2.0913, 1.6534, -2.1109)  0.51
O (2.6641, 2.3402, -0.9704)  -0.35
O (1.4691, 2.4836, -3.1171)  -0.36
N (0.9953, 0.5660, -1.6862)  -0.34
S (1.3185, -0.6021, -0.6776)  0.51
O (0.6928, -1.8259, -1.1550)  -0.36
O (2.7144, -0.7098, -0.2951)  -0.34
C (0.4031, -0.2036, 0.8282)  -0.23
C (-0.3250, 1.1292, 0.8826)  -0.28
C (-1.7601, 1.0419, 0.3877)  -0.44
S (-2.9153, 0.2258, 1.5597)  0.86
C (-3.7207, -0.9947, 0.5058)  -1.08
S (-5.3034, -0.7619, 0.1787)  0.66
N (-3.0484, -2.1013, -0.0151)  -0.19
C (-2.7241, -1.9722, -1.4560)  -0.23
C (-2.3802, -3.2996, -2.1162)  -0.08
C (-1.9815, -2.7316, 0.7762)  -0.26
C (-2.3517, -4.1688, 1.1345)  -0.07
H (8.0509, 0.3495, 3.2661)  0.06
H (7.2578, -1.1478, 2.8023)  0.07
H (6.7743, 0.3734, 2.0528)  0.07
H (8.5459, 0.2887, 0.5098)  0.09
H (9.6820, -0.2197, 1.7358)  0.09
H (8.7631, -2.5490, 1.6082)  0.10
H (9.5758, -1.9864, 0.1463)  0.10
H (6.5717, -1.6636, 0.3428)  0.11
H (7.2366, -3.2638, 0.0359)  0.10
H (8.6149, -1.8737, -1.8460)  0.10
H (7.0518, -2.6059, -2.1479)  0.10
H (7.5307, -0.0037, -2.7266)  0.11
H (7.0496, 0.1978, -1.0498)  0.10
H (4.9625, -1.2098, -1.5808)  0.11
H (5.3856, -1.0088, -3.2825)  0.12
H (4.6601, 1.1365, -1.2454)  0.10
H (5.4504, 1.5188, -2.7892)  0.11
H (3.4709, 1.2727, -3.9438)  0.09
H (3.0988, -0.2454, -3.1087)  0.09
H (1.0875, -0.3281, 1.6669)  0.10
H (-0.3291, -0.9987, 0.8884)  0.04
H (0.1952, 1.8797, 0.2858)  0.10
H (-0.3125, 1.4728, 1.9221)  0.11
H (-2.1598, 2.0483, 0.2595)  0.06
H (-1.8236, 0.5466, -0.5808)  0.08
H (-3.6034, -1.5451, -1.9371)  0.10
H (-1.8871, -1.2792, -1.6029)  0.10
H (-1.3431, -3.5846, -1.9340)  0.07
H (-2.5117, -3.2055, -3.1960)  0.08
H (-3.0443, -4.0918, -1.7674)  0.07
H (-1.8401, -2.1679, 1.6973)  0.08
H (-1.0453, -2.7167, 0.2131)  0.09
H (-3.2115, -4.1700, 1.8096)  0.07
H (-2.6267, -4.7475, 0.2541)  0.05
H (-1.5207, -4.6550, 1.6502)  0.07
N (-3.8624, 3.5823, -1.4962)  0.06
C (-4.7317, 2.8793, -0.7724)  -0.15
C (-5.8486, 3.4310, -0.1601)  -0.06
C (-6.0721, 4.7899, -0.3106)  -0.09
C (-5.1752, 5.5362, -1.0605)  -0.09
C (-4.0897, 4.8864, -1.6307)  -0.16
H (-4.5249, 1.8205, -0.6701)  0.05
H (-6.5059, 2.7963, 0.4210)  0.07
H (-6.9305, 5.2619, 0.1522)  0.10
H (-5.3081, 6.6009, -1.2013)  0.09
H (-3.3646, 5.4356, -2.2220)  0.10
N (-7.4103, 1.2491, 2.0820)  0.05
C (-8.2818, 0.2858, 1.8005)  -0.17
C (-9.2797, -0.1169, 2.6769)  -0.07
C (-9.3705, 0.5062, 3.9113)  -0.09
C (-8.4627, 1.5073, 4.2173)  -0.08
C (-7.5074, 1.8419, 3.2678)  -0.15
H (-8.1735, -0.1907, 0.8322)  0.08
H (-9.9653, -0.9049, 2.3950)  0.10
H (-10.1335, 0.2151, 4.6222)  0.10
H (-8.4901, 2.0208, 5.1689)  0.10
H (-6.7793, 2.6214, 3.4677)  0.11

Atoms 1-6, force components in eV/Å:
C 0.03 -0.02 -0.04
C 0.13 -0.02 0.09
C -0.16 0.15 -0.11
C 0.02 0.01 -0.06
C 0.12 0.05 -0.02
C -0.05 -0.05 0.19

Summary:
DFT total energy, Ha: -3168.56627
Lowest unoccupied orbital energy, eV: 2.16
HOMO level, eV: -5.72
Maximum force, hartree/bohr: 0.0232
Kohn-Sham gap, eV: 7.8840
Net charge: -1

Record 4
Computed, not measured: a structure of composition C59H65As3BrClIrN5O2S3 at a distorted geometry, with ωB97M-V/def2-TZVPD.

Each line ends with the Löwdin charge.
Geometry (Å):
Ir (-0.1221, -0.1035, 0.8731)  1.10
N (0.8404, 1.6664, 0.9479)  -0.43
S (0.8657, 3.0838, 0.6112)  0.78
N (-0.3590, 4.1073, 0.9999)  -0.34
S (-1.5421, 3.7270, 1.9166)  0.89
N (-2.4543, 2.5076, 1.6486)  -0.35
S (-2.6468, 1.7578, 0.2190)  0.77
N (-1.6130, 0.8104, -0.1572)  -0.40
C (-2.9138, 3.0052, -1.0367)  -0.30
C (-2.2576, 2.8236, -2.2427)  -0.06
C (-2.4764, 3.7365, -3.2649)  -0.06
C (-3.3301, 4.8118, -3.0670)  -0.05
C (-3.9872, 4.9745, -1.8521)  -0.05
C (-3.7940, 4.0586, -0.8312)  -0.06
C (-4.2822, 1.0863, 0.4067)  -0.32
C (-4.5862, 0.0653, -0.4822)  -0.06
C (-5.8473, -0.5078, -0.4320)  -0.05
C (-6.7772, -0.0576, 0.4960)  -0.05
C (-6.4517, 0.9627, 1.3791)  -0.05
C (-5.1935, 1.5447, 1.3410)  -0.06
C (-1.0266, 3.4407, 3.5860)  -0.30
C (-0.0449, 4.2835, 4.0908)  -0.06
C (0.3519, 4.1179, 5.4080)  -0.05
C (-0.2361, 3.1321, 6.1904)  -0.04
C (-1.2336, 2.3160, 5.6720)  -0.05
C (-1.6468, 2.4660, 4.3562)  -0.05
C (-2.5057, 5.2074, 1.9603)  -0.32
C (-3.6431, 5.1649, 2.7590)  -0.06
C (-4.4319, 6.2984, 2.8466)  -0.04
C (-4.0734, 7.4483, 2.1504)  -0.04
C (-2.9316, 7.4695, 1.3633)  -0.04
C (-2.1299, 6.3411, 1.2625)  -0.05
C (0.9674, 3.4665, -1.1286)  -0.31
C (1.2329, 2.3747, -1.9393)  -0.10
C (1.3342, 2.5635, -3.3115)  -0.06
C (1.1670, 3.8309, -3.8494)  -0.05
C (0.8832, 4.9142, -3.0251)  -0.05
C (0.7754, 4.7367, -1.6559)  -0.08
C (2.2845, 3.8420, 1.3829)  -0.31
C (2.9571, 4.9228, 0.8328)  -0.06
C (4.0516, 5.4455, 1.5082)  -0.05
C (4.4616, 4.8895, 2.7117)  -0.05
C (3.7842, 3.7987, 3.2433)  -0.05
C (2.6928, 3.2650, 2.5773)  -0.09
H (-1.5985, 1.9742, -2.3679)  0.10
H (-1.9845, 3.6009, -4.2187)  0.11
H (-3.5059, 5.5162, -3.8693)  0.12
H (-4.6640, 5.8060, -1.7075)  0.12
H (-4.3426, 4.1553, 0.0978)  0.11
H (-3.8379, -0.2926, -1.1787)  0.12
H (-6.1001, -1.3101, -1.1120)  0.12
H (-7.7587, -0.5109, 0.5368)  0.12
H (-7.1763, 1.2980, 2.1090)  0.12
H (-4.9191, 2.3148, 2.0486)  0.10
H (0.3974, 5.0545, 3.4717)  0.12
H (1.1136, 4.7640, 5.8231)  0.12
H (0.0854, 2.9999, 7.2151)  0.12
H (-1.7000, 1.5643, 6.2946)  0.12
H (-2.4210, 1.8415, 3.9290)  0.10
H (-3.9099, 4.2682, 3.3048)  0.11
H (-5.3226, 6.2877, 3.4598)  0.12
H (-4.6882, 8.3350, 2.2287)  0.12
H (-2.6608, 8.3671, 0.8240)  0.12
H (-1.2417, 6.3382, 0.6484)  0.10
H (1.3439, 1.3930, -1.4956)  0.08
H (1.5441, 1.7214, -3.9583)  0.12
H (1.2495, 3.9786, -4.9183)  0.12
H (0.7440, 5.8983, -3.4523)  0.12
H (0.5254, 5.5708, -1.0137)  0.11
H (2.6658, 5.3442, -0.1185)  0.10
H (4.5872, 6.2856, 1.0871)  0.12
H (5.3218, 5.2951, 3.2275)  0.12
H (4.1117, 3.3575, 4.1757)  0.12
H (2.1728, 2.3982, 2.9646)  0.10
C (6.0053, 0.5386, 0.8928)  -0.31
As (4.2383, 0.6306, 0.0459)  1.14
C (4.6767, 2.1093, -1.1665)  -0.30
C (4.4416, -0.7738, -1.3204)  -0.36
C (4.0268, -2.2289, -1.0198)  -0.65
C (4.7032, -3.0530, -2.1279)  -0.06
C (2.5208, -2.4773, -1.1791)  -0.27
As (0.8919, -2.0451, -0.1182)  1.13
C (0.8824, -3.4963, 1.1577)  -0.23
C (-0.3325, -2.5020, -1.5376)  -0.24
C (4.5214, -2.6423, 0.3669)  -0.39
As (4.7300, -4.5133, 1.0575)  1.14
C (3.5291, -5.6797, 0.0178)  -0.34
C (6.3829, -5.0069, 0.1215)  -0.33
H (6.7656, 0.2421, 0.1692)  0.03
H (6.0044, -0.1626, 1.7254)  -0.01
H (6.2499, 1.5305, 1.2716)  0.02
H (5.6761, 1.9617, -1.5779)  0.04
H (4.6524, 3.0571, -0.6310)  0.01
H (3.9632, 2.1488, -1.9868)  0.00
H (5.5021, -0.7812, -1.5857)  0.08
H (3.8998, -0.4158, -2.2024)  0.08
H (4.4397, -2.6566, -3.1109)  0.10
H (4.4191, -4.1024, -2.1073)  0.06
H (5.7871, -2.9955, -2.0245)  0.09
H (2.3687, -3.5620, -1.1780)  0.06
H (2.2370, -2.1183, -2.1728)  0.08
H (0.7880, -4.4260, 0.5994)  0.04
H (0.0396, -3.3909, 1.8341)  0.03
H (1.8203, -3.4959, 1.7141)  0.02
H (-0.0914, -3.5029, -1.8948)  0.05
H (-0.1979, -1.7819, -2.3435)  0.04
H (-1.3539, -2.4521, -1.1748)  0.02
H (3.9224, -2.1267, 1.1204)  -0.01
H (5.5417, -2.2661, 0.5024)  0.06
H (2.4976, -5.5755, 0.3447)  -0.02
H (3.8468, -6.6943, 0.2608)  0.03
H (3.5899, -5.5599, -1.0610)  0.01
H (7.1113, -4.2027, 0.2232)  0.02
H (6.2222, -5.2155, -0.9342)  0.02
H (6.7882, -5.8958, 0.6021)  0.02
Cl (4.4295, -1.6026, 3.8910)  0.74
C (2.7232, -1.4000, 3.8157)  -0.63
C (1.9190, -1.8009, 4.8711)  -0.05
C (0.5628, -1.5543, 4.7730)  -0.01
C (0.0482, -0.9640, 3.6356)  -0.09
N (0.8275, -0.6227, 2.5970)  -0.14
C (2.1526, -0.8216, 2.6939)  -0.21
H (2.3511, -2.2709, 5.7440)  0.12
H (-0.1087, -1.8147, 5.5789)  0.13
H (-1.0067, -0.7487, 3.5299)  0.09
H (2.7527, -0.4624, 1.8675)  0.00
Br (-6.6617, -3.5657, 4.3644)  0.77
C (-5.3217, -3.6219, 3.0330)  -0.68
C (-5.2434, -4.7157, 2.1835)  -0.11
C (-4.2538, -4.7511, 1.2120)  -0.06
C (-3.3479, -3.7079, 1.0954)  -0.02
C (-3.4429, -2.6112, 1.9439)  -0.13
C (-4.4337, -2.5677, 2.9186)  -0.06
C (-2.5117, -1.4429, 1.8501)  -0.58
O (-2.7396, -0.3919, 2.4435)  -0.01
O (-1.4545, -1.6545, 1.1220)  -0.30
H (-5.9498, -5.5286, 2.2801)  0.11
H (-4.1913, -5.6006, 0.5450)  0.11
H (-2.5700, -3.7449, 0.3441)  0.10
H (-4.5042, -1.7059, 3.5673)  0.11

Atoms 1-6, force components in eV/Å:
Ir -1.21 0.12 0.73
N 0.28 0.02 0.21
S -0.04 -0.35 -0.32
N -0.02 0.10 -0.03
S 0.01 -0.33 0.05
N -0.21 0.42 -0.16

Summary:
DFT total energy, Ha: -13751.24460
Lowest unoccupied orbital energy, eV: -5.19
HOMO level, eV: -12.19
Maximum force, hartree/bohr: 0.0275
Kohn-Sham gap, eV: 6.9942
Relative energy (zero: lowest compared OMol25 entry of this formula, charge and spin), kcal/mol: 0.0
Net charge: +2